The following is a DFT calculation (ωB97M-V/def2-TZVPD) of a structure of composition C29H19BrMnN7O6.

Net charge ... +1
Calculated total energy ... -5675.921813 hartree
Gap between HOMO and LUMO (alpha / beta) ... 7.6 / 7.5 eV
2S+1 ... 2

```
63
Properties=species:S:1:pos:R:3:forces:R:3
Mn 1.095746 1.435996 -0.344413 -0.37 -0.33 -0.02
Br 6.972314 -3.117254 0.536220 0.05 -0.07 0.01
C 5.786959 -1.664838 0.403889 -0.01 0.02 -0.01
C 4.613765 -1.668938 1.144911 -0.07 0.04 0.00
C 3.733027 -0.607695 1.028370 -0.06 -0.12 0.23
C 4.037677 0.457518 0.198168 -0.32 0.27 0.01
C 5.207636 0.457187 -0.540552 0.18 0.00 -0.21
C 6.089500 -0.609778 -0.440122 -0.03 0.08 -0.02
N 3.099393 1.545500 0.108665 -0.08 -0.89 0.09
C 3.530248 2.735968 0.121171 0.22 0.94 0.13
C 2.559445 3.838296 -0.000845 0.43 -0.44 0.02
C 2.931342 5.160194 0.028128 0.03 0.34 0.05
C 1.936558 6.128146 -0.077150 0.19 -0.02 0.03
C 0.625615 5.719063 -0.200197 -0.17 -0.05 0.00
C 0.336573 4.359958 -0.233491 0.04 0.01 0.00
N 1.286293 3.433510 -0.140441 -0.15 0.17 -0.07
H 4.392796 -2.494964 1.806222 0.00 0.01 0.00
H 2.819819 -0.589783 1.610251 0.03 -0.01 -0.03
H 5.422622 1.264120 -1.232001 0.00 -0.01 0.04
H 7.000275 -0.621728 -1.021671 0.00 0.00 -0.01
H 4.588276 2.956943 0.265055 -0.06 0.06 -0.07
H 3.974314 5.425780 0.137345 -0.02 0.03 -0.01
H 2.187408 7.179859 -0.060521 0.01 -0.01 0.01
H -0.179912 6.435434 -0.274750 0.00 -0.01 -0.01
H -0.677180 4.004950 -0.346366 -0.01 0.00 -0.01
O -0.744390 1.400061 0.808934 0.37 0.03 -0.04
C -1.326030 1.481276 -0.304359 0.03 0.00 -0.05
O -0.624802 1.576151 -1.358674 -0.25 0.05 0.00
C -2.812779 1.471928 -0.389753 0.07 0.00 0.01
C -3.561569 1.422739 0.778756 0.04 -0.03 0.03
C -4.936797 1.408984 0.676777 -0.08 -0.16 0.10
C -5.598627 1.444403 -0.532858 -0.03 -0.03 -0.03
C -4.816185 1.489853 -1.668588 -0.08 -0.23 -0.11
C -3.438071 1.505336 -1.629666 0.08 -0.01 -0.01
N -5.492091 1.519614 -2.988009 0.06 0.91 0.12
O -4.781886 1.594069 -3.965341 0.11 -0.32 -0.13
O -6.698545 1.585289 -2.986601 -0.15 -0.32 0.01
N -5.743643 1.348213 1.918819 0.07 0.62 -0.06
O -6.944259 1.409773 1.800266 -0.13 -0.21 -0.04
O -5.136735 1.317639 2.965864 0.09 -0.23 0.12
H -3.081907 1.395449 1.746745 -0.01 0.00 -0.02
H -6.676788 1.434482 -0.589243 0.00 -0.01 0.00
H -2.861985 1.540666 -2.543332 -0.01 -0.01 0.01
N -2.759636 -7.997455 2.499045 -0.01 -0.01 0.00
C -2.247890 -7.086903 2.023054 0.09 0.15 -0.07
C -1.602473 -5.941835 1.426337 -0.09 -0.14 0.07
C -0.371110 -6.091939 0.795628 0.04 -0.02 -0.01
C 0.251994 -4.994018 0.229842 0.02 -0.05 0.00
C -0.371465 -3.758159 0.285945 0.08 0.14 -0.07
C -1.602634 -3.598094 0.901145 -0.05 -0.01 0.03
C -2.215766 -4.694032 1.482322 -0.03 0.03 0.01
N 0.271297 -2.623783 -0.303245 -0.01 -0.10 0.01
C 0.948644 -2.594033 -1.505224 -0.04 -0.04 0.08
C 1.384468 -1.320369 -1.659360 0.09 0.06 0.10
N 0.991717 -0.572118 -0.568265 -0.06 0.01 -0.23
C 0.321439 -1.383974 0.221445 0.00 -0.10 0.01
H 0.100234 -7.064279 0.762574 0.00 0.00 0.00
H 1.222317 -5.097088 -0.237544 0.00 0.00 0.00
H -2.089454 -2.631549 0.911568 0.00 -0.01 0.00
H -3.176580 -4.589263 1.966754 0.01 0.00 0.00
H 1.027092 -3.458353 -2.139742 -0.01 -0.01 0.01
H 1.944895 -0.896452 -2.474498 -0.02 0.02 -0.01
H -0.120540 -1.115689 1.166580 -0.02 0.01 -0.01
```
Positions in Å, forces in eV/Å.

Now the Löwdin charges, all in e:
1 Mn 0.7920
2 Br 0.7949
3 C -0.6923
4 C -0.1022
5 C -0.0259
6 C -0.2590
7 C -0.0193
8 C -0.1034
9 N 0.0310
10 C -0.0251
11 C -0.2240
12 C 0.0158
13 C -0.0146
14 C -0.0059
15 C -0.0490
16 N 0.0348
17 H 0.1094
18 H 0.1144
19 H 0.1215
20 H 0.1109
21 H 0.1506
22 H 0.1287
23 H 0.1250
24 H 0.1231
25 H 0.1227
26 O -0.0249
27 C -0.5981
28 O -0.0565
29 C -0.0936
30 C 0.0841
31 C -0.0988
32 C 0.1013
33 C -0.0971
34 C 0.0878
35 N -0.3488
36 O 0.0979
37 O 0.1087
38 N -0.3501
39 O 0.1096
40 O 0.0963
41 H 0.1362
42 H 0.1402
43 H 0.1374
44 N 0.1801
45 C -0.1667
46 C -0.2132
47 C -0.0017
48 C 0.0051
49 C -0.1822
50 C 0.0056
51 C -0.0012
52 N 0.0012
53 C -0.0114
54 C -0.0758
55 N -0.0247
56 C -0.1090
57 H 0.1303
58 H 0.1226
59 H 0.1203
60 H 0.1303
61 H 0.1338
62 H 0.1208
63 H 0.1499